This record from the Open Molecules 2025 dataset describes a cluster of 9 separate species, C32H96N8O12P in total in a non-equilibrium geometry. The level of theory is ωB97M-V/def2-TZVPD.

The geometry in XYZ format:
```
149
Properties=species:S:1:pos:R:3:forces:R:3:lowdin_charge:R:1
N -2.084 -7.149 4.888 -0.0848 1.0827 -1.5590 0.21
C -1.944 -4.742 4.233 1.2905 -1.3676 -1.6805 -0.21
O -6.811 -9.177 10.166 0.9492 1.3441 -0.7393 -0.21
H -1.809 -7.185 13.225 0.2925 -0.0231 0.6683 0.10
H -1.006 -14.923 8.878 -0.2425 0.1224 -0.0667 0.07
H 0.286 -12.348 12.334 0.3008 -0.0247 -0.1736 0.10
H -1.225 -9.963 9.610 -0.6745 -0.1423 -1.7109 0.02
H -6.939 -10.686 11.427 -0.6753 0.1945 1.3340 0.09
N -0.904 -10.276 10.515 0.4782 -0.1968 2.8132 0.19
H 0.252 -5.875 2.630 -0.1196 0.1366 0.1063 0.11
H -3.432 -8.529 10.605 0.1243 0.0642 0.4637 0.14
H -1.383 -2.980 8.304 0.0118 0.2625 0.3837 0.15
O -0.306 -7.899 6.841 -0.1221 0.1603 -0.2075 -0.39
C -6.270 -8.205 11.116 -0.3820 -1.3092 -0.1583 -0.14
H -5.376 -9.542 4.526 0.1387 0.4726 0.1231 0.09
H -1.426 -5.154 7.231 -0.2764 0.7688 -0.9518 0.10
H -6.102 -7.350 8.468 -0.5033 -0.0368 0.1614 0.08
H 1.351 -6.660 10.599 -0.3601 0.2506 -0.7017 0.11
H -3.478 -4.329 8.157 0.1653 0.1597 -0.2470 0.06
H -0.814 -14.590 6.740 -0.1745 -0.6929 -0.2821 0.09
C -3.259 -3.321 5.508 -0.8808 -0.0994 -0.5106 -0.03
C 3.024 -7.856 10.916 1.5124 0.3527 -0.4234 -0.03
H -3.130 -5.179 9.568 0.2140 0.0744 0.5136 0.06
H -7.712 -11.148 10.119 -0.2192 0.7942 -1.4120 0.08
H -6.332 -11.201 7.812 -0.3335 0.1449 -0.2276 0.15
N 0.611 -10.426 6.364 0.6289 -0.4555 -1.5699 0.21
H -3.438 -2.902 6.498 0.9008 0.0601 -0.0002 0.09
H -2.430 -14.015 7.002 -0.0616 0.3297 -0.0276 0.09
H 0.926 -7.550 8.610 -1.3785 -0.2960 0.0020 0.04
H 2.869 -3.681 14.424 -0.4155 0.6213 0.3669 0.10
C 3.036 -5.451 9.953 1.2247 -0.5195 -0.3877 -0.18
P -1.355 -8.185 7.937 -1.1611 1.0149 1.2760 0.10
H 1.914 -12.005 11.562 -0.1855 -0.4494 0.1908 0.11
H -3.268 -11.520 5.947 -0.1213 -0.8046 0.3594 0.15
H -4.258 -3.670 5.246 -0.0510 -0.1006 -0.4930 0.11
C -0.663 -6.424 2.850 -0.4233 0.1446 0.1080 -0.01
H -1.679 -10.465 11.134 -0.4636 -1.1893 -0.0003 0.16
H 4.634 -3.522 9.419 -0.1841 -0.0592 0.0614 0.08
H -2.124 -14.615 10.288 -0.2538 -0.0889 -0.3837 0.09
N 1.070 -5.312 15.746 -1.0200 -0.1425 -1.2854 0.24
C -7.609 -10.230 10.698 1.0467 -0.4060 1.3056 -0.07
H -1.145 -12.147 8.967 -0.3614 -0.1501 0.1444 0.12
C -5.349 -11.412 7.391 -0.4919 -1.0365 1.4941 -0.17
C -1.159 -6.105 4.245 -0.0432 0.9332 0.8837 -0.27
C -1.070 -6.732 12.564 -0.6661 0.7684 -0.3989 -0.10
O -1.088 -12.718 6.111 -1.2904 0.3544 -0.3010 -0.24
C -4.613 -12.453 9.441 -1.0221 -0.1510 1.5163 -0.09
O 4.452 -5.609 9.825 -1.0808 -0.3204 0.3058 -0.19
H -0.430 -7.471 2.656 -0.2305 -0.0552 0.0919 0.09
C -1.095 -14.726 9.946 -0.4272 -0.6281 -0.3216 -0.06
C -2.990 -4.194 9.122 -0.3029 -0.1960 -0.5846 -0.03
N -3.520 -10.548 6.046 -0.2635 0.1998 -0.1826 0.25
H 0.457 -5.192 16.540 -0.4762 -0.0699 0.3460 0.17
C 2.062 -4.094 13.818 0.2657 0.0522 0.2427 -0.01
H 1.700 -11.718 3.379 0.4657 -0.2097 0.1654 0.11
C -1.513 -3.855 8.941 -0.3565 -0.4176 -0.0048 -0.23
C -1.624 -14.034 6.269 0.3478 -0.2010 1.0436 -0.06
C -5.752 -6.600 9.178 -0.0408 -0.8896 0.4912 -0.01
C -0.504 -4.692 13.856 1.2840 -1.5141 -1.1041 -0.11
H 2.642 -11.319 4.910 0.1228 -0.2482 -0.3711 0.10
H 0.862 -6.183 15.279 0.2969 -0.9393 0.2643 0.15
H -1.453 -6.053 2.198 0.2436 -0.3860 -0.5920 0.10
H -2.481 -7.759 4.188 -0.3699 -0.0261 -0.2248 0.16
C 0.144 -12.746 5.449 0.0849 1.2742 -0.5674 -0.17
H -2.915 -2.610 4.757 -0.1666 0.4001 0.3767 0.11
H 0.611 -1.637 9.086 -0.3399 -0.1604 0.0014 0.10
C -5.819 -10.177 5.293 0.0042 0.4021 -0.9790 -0.01
H -0.696 -15.613 10.439 0.1731 0.2218 0.1571 0.11
H -4.666 -6.679 11.081 -0.3405 -0.0885 0.2942 0.14
H -0.681 -4.797 10.687 -0.4583 -0.0540 0.2106 0.10
O 0.627 -3.564 10.006 1.8787 -0.1352 -0.4276 -0.22
H 2.828 -4.831 10.825 -0.3941 -0.2289 0.2119 0.11
H -5.797 -8.708 11.958 0.1757 -0.5066 0.1090 0.12
H 0.816 -10.640 9.756 1.0659 -0.5369 0.0523 0.13
O -0.361 -13.608 10.347 0.6731 1.8225 0.2351 -0.17
H -3.291 -10.175 5.136 -0.3410 0.5055 -0.3193 0.15
O -2.731 -7.465 7.643 1.6009 -0.8656 0.1004 -0.39
C 0.737 -4.265 14.621 1.6870 0.0294 1.6985 -0.22
H -5.885 -11.124 4.758 -0.6037 -0.2155 0.3351 0.11
H 2.004 -3.482 12.918 -0.4723 0.1274 0.1883 0.08
H 3.525 -7.342 11.737 -0.6635 0.0657 0.4638 0.10
O -4.431 -11.490 8.465 1.3800 1.5285 -0.7963 -0.22
H -5.546 -12.281 9.977 -0.6376 -0.3033 -0.3411 0.08
N 1.929 -7.457 8.689 1.6804 1.2136 0.6873 0.23
H -2.785 -6.629 5.396 -0.7980 0.0952 0.2706 0.12
H 1.439 -1.734 10.635 -0.3959 -0.0348 0.2779 0.10
H -1.622 -7.668 5.621 1.1288 -0.4819 0.5439 0.04
C 0.254 -11.334 10.381 -1.2197 2.3324 1.0203 -0.26
N -4.099 -8.292 9.886 -0.2991 0.0191 1.4969 0.22
H -5.410 -12.407 6.950 -0.0132 0.0244 -0.6941 0.15
H -0.598 -7.510 11.964 0.4182 0.1628 0.2784 0.06
H 1.480 -10.595 6.850 0.4273 -0.7988 -0.0742 0.15
H -7.047 -7.620 11.608 -0.1737 0.3724 -0.4705 0.15
H -0.359 -6.079 4.985 0.1665 0.2732 -0.1272 0.13
H 0.068 -4.921 7.950 0.2886 0.3976 -0.1332 0.15
H 1.004 -10.701 12.253 0.0228 -0.0185 0.3468 0.07
H -4.981 -9.394 7.122 0.5607 0.2601 -0.3391 0.14
H 2.187 -2.339 9.240 -0.1403 -0.8994 -0.1807 0.09
H -3.934 -12.246 10.269 0.7341 -0.2887 -0.3912 0.09
O -0.796 -7.599 9.320 -0.4024 -1.0185 -1.5554 -0.42
H -2.765 -4.831 3.521 -0.4805 -0.1827 -0.0067 0.14
H -0.606 -3.980 13.036 -0.8986 0.5922 0.6391 0.12
H -1.319 -3.959 3.804 0.4189 0.0128 -0.0147 0.15
H -0.323 -10.801 4.448 -0.3099 -0.1235 0.4493 0.14
H -2.880 -10.157 6.723 1.0662 0.2978 1.0955 0.07
H 2.007 -5.291 16.123 0.6424 0.0846 -0.2499 0.17
H -3.598 -3.440 9.620 0.4077 0.0321 0.2991 0.11
C -0.262 -12.429 9.541 0.5077 -2.5206 -0.1800 -0.18
O -2.352 -4.428 5.491 -0.4014 -0.0109 2.3392 -0.23
H 0.872 -13.237 6.095 0.5854 0.4428 0.2407 0.14
O -1.585 -9.734 8.019 0.1988 0.6283 -0.0024 -0.41
H -1.357 -4.972 14.475 -0.2478 0.8185 0.0130 0.15
H 2.723 -4.875 9.082 -0.5983 0.0376 -0.1945 0.11
O -0.093 -5.891 13.159 0.4920 -1.1217 0.3294 -0.22
H 2.497 -8.751 11.245 -0.4264 0.3278 0.0379 0.07
H 0.545 -3.480 15.352 -0.2106 1.0858 -1.1917 0.16
C 0.466 -11.248 5.053 1.4961 -1.4562 0.9454 -0.24
H -1.159 -3.103 10.998 -0.1618 0.2511 -0.1556 0.14
H 2.419 -8.320 8.504 0.0442 -0.5311 0.4899 0.15
C 0.896 -11.661 11.748 -0.2807 0.9717 -1.1554 0.01
N -0.929 -4.990 8.094 -0.3088 0.4688 0.8427 0.23
C -4.942 -10.284 6.495 -0.0530 -0.6826 -0.0534 -0.31
C 1.212 -2.286 9.723 -0.2971 1.0046 0.3772 -0.04
H -6.586 -5.998 9.538 0.0497 0.1565 -0.4129 0.11
C -5.207 -7.357 10.421 -0.0868 -0.3005 -1.9528 -0.25
H 5.684 -4.145 10.750 -0.3947 -0.0524 0.1877 0.10
H 2.281 -6.869 7.947 -0.0862 0.5870 -0.3567 0.16
H -1.093 -5.878 8.545 0.1475 -0.9982 1.1872 0.05
C 2.279 -6.829 10.053 0.9043 -0.0281 1.0557 -0.24
H -4.367 -9.184 9.493 -1.0076 -0.5039 -0.2461 0.12
H -8.585 -9.877 11.029 0.2109 -0.1641 0.2934 0.11
H -2.010 -14.514 5.370 0.3792 0.2209 -0.2788 0.11
C 1.789 -11.095 4.269 -1.2455 0.2261 0.2946 -0.02
H 6.002 -4.603 9.093 0.0448 0.3652 0.0190 0.10
C 5.203 -4.371 9.798 0.4816 -0.8342 -0.5785 -0.04
H 0.132 -13.393 4.573 -0.2074 0.2787 -0.4421 0.15
H 3.946 -8.200 10.448 -0.0667 -0.1636 -0.6430 0.10
H -4.570 -13.489 9.105 0.1702 0.0240 -0.1297 0.11
H -0.580 -9.427 10.955 0.8534 0.4820 -0.1002 0.10
C -0.714 -3.788 10.276 -0.1373 -0.0680 -1.3998 -0.17
H -0.140 -10.473 7.037 -1.2591 -0.2241 0.5157 0.07
H 2.578 -5.003 13.509 -0.8297 -0.6311 -0.1298 0.08
H -5.025 -6.043 8.586 0.1540 0.2699 0.6080 0.05
H -6.772 -9.707 5.536 -0.1290 -0.5097 -0.0756 0.12
H -3.557 -7.842 9.162 0.6906 0.8472 -1.4559 0.04
H 1.850 -10.073 3.895 0.2490 0.0904 0.1014 0.09
H 0.671 -9.444 6.137 -0.4543 0.9514 -0.1255 0.10
H 0.542 -12.558 8.817 0.0586 -0.5675 -0.5270 0.13
H -1.669 -6.167 11.851 -0.0790 0.2051 -0.2041 0.07
```
Forces are in eV/Å.

Values from the calculation:
E_HOMO   -0.728 hartree
E   -80472.76216 eV
Max |F|   0.0556 Eh/bohr
Orbital gap   0.3401 hartree
Total charge   +5
Energy relative to the best compared isomer or geometry (same formula, charge and spin)   2.3248 eV